This record from the OMol25 dataset describes C23H28O4 in the gas phase. The level of theory is ωB97M-V/def2-TZVPD.

Structure (XYZ):
```
55
Properties=species:S:1:pos:R:3:lowdin_charge:R:1
C -2.414 -5.399 -5.697 -0.1097
C -1.336 -4.871 -4.760 -0.2301
C -1.538 -3.391 -4.456 -0.2234
O -0.498 -2.981 -3.590 -0.0355
C -0.459 -1.698 -3.163 -0.2567
C -1.366 -0.704 -3.524 -0.0028
C -1.232 0.577 -3.027 -0.0143
C -0.194 0.906 -2.160 -0.1668
C -0.005 2.238 -1.556 -0.3720
O 0.958 2.486 -0.856 0.0917
C -1.066 3.297 -1.791 -0.1143
C -2.288 3.052 -0.896 -0.1757
C -1.869 2.918 0.568 -0.1152
C -1.374 1.510 0.860 -0.3652
O -1.826 0.552 0.265 0.0925
C -0.326 1.356 1.886 -0.1601
C -0.044 2.313 2.862 -0.0149
C 0.961 2.100 3.775 0.0085
C 1.734 0.932 3.742 -0.2638
O 2.710 0.873 4.677 -0.0356
C 3.527 -0.270 4.842 -0.1987
C 2.995 -1.211 5.927 -0.2182
C 1.725 -1.951 5.524 -0.1022
C 1.451 -0.028 2.772 -0.0077
C 0.430 0.186 1.870 -0.0005
C 0.717 -0.097 -1.810 -0.0114
C 0.591 -1.374 -2.297 0.0144
H -2.398 -4.860 -6.642 0.0723
H -3.399 -5.282 -5.252 0.0725
H -2.252 -6.454 -5.901 0.0702
H -0.350 -5.003 -5.209 0.1140
H -1.351 -5.425 -3.820 0.1141
H -1.507 -2.809 -5.388 0.1332
H -2.514 -3.235 -3.976 0.1345
H -2.186 -0.922 -4.192 0.1041
H -1.954 1.319 -3.332 0.1111
H -1.364 3.322 -2.839 0.1104
H -0.623 4.262 -1.533 0.1234
H -2.792 2.131 -1.193 0.1050
H -2.984 3.885 -1.015 0.1131
H -1.095 3.647 0.805 0.1139
H -2.729 3.095 1.221 0.1323
H -0.626 3.220 2.929 0.1128
H 1.184 2.830 4.538 0.1187
H 3.670 -0.804 3.898 0.1158
H 4.497 0.128 5.160 0.1261
H 2.801 -0.618 6.823 0.1113
H 3.782 -1.931 6.161 0.1088
H 1.904 -2.582 4.656 0.0730
H 1.389 -2.584 6.341 0.0703
H 0.928 -1.250 5.285 0.0710
H 2.014 -0.946 2.710 0.1017
H 0.205 -0.556 1.118 0.1165
H 1.522 0.161 -1.137 0.1190
H 1.287 -2.152 -2.025 0.1191
```

Summary:
* Kohn-Sham gap: 8.97 eV
* ΔE to the lowest compared entry with this formula, charge and spin: 0.3338 eV
* electronic energy: -1194.1821 a.u.
* SMILES: CCCOc1ccc(C(=O)CCCC(=O)c2ccc(OCCC)cc2)cc1

---

This record from the OMol25 dataset describes C23H29ClN2O6S in the gas phase. The level of theory is ωB97M-V/def2-TZVPD.

Structure (XYZ):
```
62
Properties=species:S:1:pos:R:3:lowdin_charge:R:1
C 3.165 1.673 3.360 -0.0649
C 2.941 0.225 2.939 -0.2395
O 1.597 -0.037 2.558 -0.0804
C 1.214 0.507 1.345 -0.2490
C 0.488 1.688 1.311 0.0509
C 0.009 2.229 0.121 -0.1588
N -0.841 3.326 0.102 -0.0910
C -1.533 3.723 1.307 -0.1482
C -2.818 4.453 0.896 -0.1914
O -2.547 5.572 0.087 -0.1295
C -1.854 5.181 -1.077 -0.1850
C -0.543 4.476 -0.729 -0.1255
C 0.335 1.560 -1.083 -0.2019
O -0.157 2.095 -2.237 -0.0885
C -0.005 1.382 -3.449 -0.2457
C -0.810 2.118 -4.509 -0.0554
C 1.081 0.396 -1.050 0.0653
C 1.498 -0.163 0.154 -0.1495
N 2.141 -1.406 0.241 0.1531
C 2.390 -2.281 -0.758 -0.4888
O 2.212 -2.072 -1.942 0.0704
C 2.913 -3.628 -0.264 -0.1212
C 1.751 -4.603 -0.208 -0.1933
S 0.543 -4.043 1.051 0.7128
O 1.300 -3.474 2.140 -0.3141
O -0.317 -5.154 1.353 -0.3004
C -0.483 -2.728 0.360 -0.2698
C -0.909 -1.755 1.246 -0.0486
C -1.724 -0.729 0.805 -0.0799
C -2.086 -0.682 -0.533 -0.6541
Cl -3.050 0.621 -1.100 0.7406
C -1.676 -1.670 -1.419 -0.0863
C -0.878 -2.705 -0.964 -0.0455
H 2.488 1.937 4.169 0.0790
H 4.189 1.800 3.701 0.0760
H 2.988 2.342 2.520 0.0713
H 3.124 -0.450 3.779 0.1261
H 3.627 -0.029 2.119 0.1210
H 0.282 2.174 2.251 0.1228
H -1.801 2.840 1.887 0.1210
H -0.920 4.397 1.929 0.1332
H -3.344 4.830 1.775 0.1260
H -3.467 3.749 0.354 0.1200
H -1.665 6.096 -1.642 0.1262
H -2.478 4.501 -1.674 0.1279
H -0.043 4.154 -1.638 0.1183
H 0.109 5.180 -0.184 0.1342
H 1.055 1.339 -3.734 0.1323
H -0.377 0.356 -3.333 0.1151
H -0.441 3.134 -4.622 0.0772
H -0.728 1.601 -5.461 0.0767
H -1.855 2.161 -4.214 0.0737
H 1.320 -0.130 -1.957 0.0979
H 2.186 -1.760 1.195 0.1170
H 3.661 -3.988 -0.974 0.1304
H 3.358 -3.541 0.726 0.1148
H 2.058 -5.592 0.128 0.1109
H 1.236 -4.685 -1.159 0.0987
H -0.581 -1.804 2.272 0.1247
H -2.062 0.035 1.486 0.1134
H -1.981 -1.629 -2.453 0.1107
H -0.566 -3.476 -1.649 0.1168
```

Summary:
* Kohn-Sham gap: 7.96 eV
* ΔE to the lowest compared entry with this formula, charge and spin: 2.1424 eV
* electronic energy: -2313.1528 a.u.
* SMILES: CCOc1cc(N2CCOCC2)c(OCC)cc1NC(=O)CCS(=O)(=O)c1ccc(Cl)cc1

---

This record from the OMol25 dataset describes 3 unconnected molecules or ions with the total composition C23H29F6NO10 at a distorted geometry. The level of theory is ωB97M-V/def2-TZVPD.

Structure (XYZ):
```
69
Properties=species:S:1:pos:R:3:lowdin_charge:R:1
C 0.616 5.259 1.364 -0.1056
C -0.725 5.178 0.416 -0.2403
O -0.468 5.276 -1.029 -0.2044
C 0.277 4.119 -1.548 -0.1872
C -0.596 2.742 -1.712 -0.1184
C 0.402 1.489 -1.368 -0.0026
C 1.119 0.610 -2.594 -0.0978
O 0.834 0.918 -4.035 -0.0987
C 2.154 -0.652 -2.338 0.0731
C 2.526 -1.049 -0.793 -0.0144
C 1.802 -0.182 0.394 0.0554
C 0.726 1.071 0.182 -0.0399
O 0.200 1.694 1.400 -0.1216
C -1.239 1.486 1.586 -0.1390
C -1.761 -0.059 1.444 -0.3233
C -2.299 -0.443 -0.093 -0.0641
O -0.838 -1.079 1.996 -0.0979
C 2.363 -0.800 1.823 -0.2224
O 2.003 -0.414 3.063 0.0043
N 3.359 -1.850 1.359 0.0629
C 3.484 -2.206 -0.137 -0.2149
O 4.159 -3.219 -0.687 -0.0116
H 1.350 6.132 1.102 0.0883
H 0.230 5.328 2.489 0.0951
H 1.209 4.228 1.312 0.0700
H -1.381 6.134 0.699 0.1376
H -1.371 4.249 0.723 0.1001
H 1.250 3.847 -0.957 0.1229
H 0.641 4.429 -2.643 0.1501
H -1.626 2.733 -1.159 0.0918
H -0.853 2.650 -2.874 0.1250
H 0.007 0.415 -4.334 0.1263
H 2.656 -1.284 -3.198 0.1162
H -1.935 2.151 0.917 0.0925
H -1.477 1.810 2.711 0.1596
H -2.745 -0.135 2.117 0.1558
H -3.177 -1.242 -0.052 0.1007
H -1.397 -0.799 -0.783 0.0826
H -2.708 0.550 -0.605 0.0689
H -0.533 -1.588 1.166 0.1072
H 4.328 -1.508 1.632 0.1591
C 4.434 -4.962 1.752 -0.0836
C 4.563 -6.409 2.188 -0.2060
O 5.943 -6.805 2.216 0.0105
C 6.648 -6.458 3.340 -0.3250
O 6.167 -5.840 4.285 0.1427
C 8.080 -6.984 3.259 -0.4713
F 8.654 -6.770 2.040 0.1385
F 8.146 -8.329 3.478 0.1409
F 8.912 -6.409 4.174 0.1396
H 4.936 -4.802 0.791 0.0663
H 3.381 -4.680 1.652 0.0770
H 4.906 -4.288 2.473 0.0767
H 4.061 -7.057 1.462 0.1266
H 4.086 -6.583 3.159 0.1255
C -8.484 1.412 -3.108 -0.0639
C -7.244 2.062 -3.690 -0.2109
O -6.558 2.828 -2.687 0.0119
C -5.731 2.122 -1.850 -0.3220
O -5.564 0.908 -1.918 0.1378
C -5.030 3.062 -0.871 -0.4672
F -5.875 3.983 -0.325 0.1467
F -4.030 3.772 -1.469 0.1394
F -4.456 2.407 0.178 0.1270
H -9.129 2.163 -2.639 0.0854
H -9.052 0.894 -3.887 0.0844
H -8.222 0.687 -2.331 0.0777
H -7.534 2.763 -4.481 0.1276
H -6.574 1.323 -4.145 0.1262
```

Summary:
* Kohn-Sham gap: 7.43 eV
* electronic energy: -2299.6628 a.u.
* SMILES: CCOCCc1c(O)cc2c(c1OC[C@@H](C)O)C(=O)NC2=O.CCOC(=O)C(F)(F)F.CCOC(=O)C(F)(F)F

---

This record from the OMol25 dataset describes C23H29FN6O4 in the gas phase at a distorted geometry. The level of theory is ωB97M-V/def2-TZVPD.

Structure (XYZ):
```
63
Properties=species:S:1:pos:R:3:lowdin_charge:R:1
C -2.222 -3.801 1.086 -0.0642
C -2.686 -3.232 -0.252 -0.4340
C -3.756 -4.132 -0.867 -0.0818
C -1.524 -3.077 -1.240 -0.1594
C -0.437 -2.107 -0.772 -0.1607
N -0.966 -0.783 -0.544 0.1103
C -1.015 -0.215 0.657 -0.4088
O -0.571 -0.719 1.679 0.0466
C -1.629 1.204 0.690 -0.0819
C -2.983 1.280 0.055 -0.2340
C -3.797 2.359 -0.139 -0.0125
C -4.974 1.860 -0.745 -0.0494
C -4.792 0.519 -0.864 -0.1037
O -3.590 0.160 -0.381 0.0324
N -0.697 2.175 0.099 0.0201
C 0.082 2.951 1.048 -0.1171
C 1.199 2.132 1.727 -0.1434
C 0.950 1.947 3.230 -0.2671
O -0.289 1.365 3.519 -0.0814
C -0.584 2.220 -1.239 -0.4232
O -1.273 1.551 -1.988 0.0680
C 0.489 3.142 -1.835 -0.0177
N 1.783 2.717 -1.401 -0.1947
N 2.731 3.529 -1.003 0.0705
N 3.739 2.805 -0.678 0.0886
C 3.380 1.519 -0.883 -0.3115
C 4.223 0.376 -0.610 -0.1759
C 5.547 0.568 -0.220 -0.0164
C 6.353 -0.521 0.046 0.0018
C 5.819 -1.793 -0.079 -0.2708
F 6.603 -2.858 0.178 0.0624
C 4.505 -2.006 -0.460 0.0038
C 3.706 -0.913 -0.726 -0.0145
N 2.134 1.453 -1.345 0.2021
H -1.683 -4.736 0.939 0.0839
H -1.576 -3.101 1.607 0.0591
H -3.080 -3.999 1.725 0.0784
H -3.124 -2.245 -0.076 0.1153
H -4.610 -4.220 -0.200 0.0745
H -4.103 -3.728 -1.816 0.0729
H -3.358 -5.129 -1.045 0.0792
H -1.919 -2.720 -2.194 0.1160
H -1.061 -4.051 -1.412 0.1200
H 0.011 -2.446 0.163 0.1163
H 0.344 -2.044 -1.538 0.1168
H -1.350 -0.281 -1.336 0.1243
H -1.720 1.473 1.750 0.1533
H -3.582 3.378 0.111 0.1147
H -5.832 2.425 -1.045 0.1014
H -5.413 -0.262 -1.255 0.1214
H 0.499 3.826 0.553 0.1084
H -0.608 3.306 1.820 0.1338
H 2.164 2.627 1.606 0.1029
H 1.265 1.147 1.259 0.1042
H 1.772 1.350 3.650 0.1207
H 0.947 2.923 3.726 0.1208
H -0.327 0.484 3.097 0.0567
H 0.411 3.040 -2.922 0.1397
H 0.359 4.191 -1.561 0.1332
H 5.927 1.573 -0.132 0.1117
H 7.382 -0.400 0.347 0.1196
H 4.128 -3.013 -0.541 0.1194
H 2.676 -1.040 -1.022 0.0988
```

Summary:
* Kohn-Sham gap: 9.13 eV
* ΔE to the lowest compared entry with this formula, charge and spin: 0.0000 eV
* electronic energy: -1623.1994 a.u.
* SMILES: CC(C)CCNC(=O)[C@H](c1ccco1)N(CCCO)C(=O)Cn1nnc(-c2ccc(F)cc2)n1